1.
16
Properties=species:S:1:pos:R:3:lowdin_charge:R:1 method="wB97M-V/def2-TZVPD" homo_ha=-0.2522 lumo_energy_ev=0.88 total_energy_ha=-305.02117 smiles="C/C(N)=C/N.O" charge=0
C 0.94 0.71 -1.52 -0.079
C 0.38 -0.36 -0.64 -0.413
N -1.03 -0.46 -0.72 0.073
C 1.13 -1.35 -0.14 -0.202
N 0.59 -2.52 0.37 0.027
H 2.01 0.83 -1.38 0.072
H 0.66 0.60 -2.57 0.079
H 0.54 1.70 -1.27 0.071
H -1.44 0.31 -1.20 0.063
H -1.58 -0.78 0.05 0.068
H 2.18 -1.14 -0.14 0.103
H -0.40 -2.70 0.38 0.066
H 1.00 -3.42 0.18 0.072
O -1.44 2.88 2.55 -0.067
H -2.42 2.90 2.61 0.044
H -1.11 2.79 3.44 0.022


2.
29
Properties=species:S:1:pos:R:3:lowdin_charge:R:1 method="wB97M-V/def2-TZVPD" homo_ha=-0.3358 lumo_energy_ev=-0.94 total_energy_ha=-1164.93949 charge=0
K 13.67 -25.99 7.57 0.934
F 12.65 -24.48 5.52 -0.555
C 13.15 -29.17 4.30 -0.075
C 12.52 -27.81 4.62 -0.309
O 13.59 -26.90 4.90 -0.199
H 12.41 -29.96 4.42 0.072
H 13.98 -29.32 4.99 0.070
H 13.45 -29.14 3.26 0.075
H 11.84 -27.86 5.48 0.107
H 12.02 -27.43 3.74 0.102
H 13.22 -25.98 4.93 0.000
C 12.52 -23.77 1.99 -0.076
C 11.34 -24.73 2.26 -0.342
O 10.72 -24.50 3.50 -0.083
H 12.15 -22.84 1.55 0.068
H 13.25 -24.23 1.32 0.068
H 12.99 -23.47 2.92 0.048
H 11.69 -25.76 2.09 0.088
H 10.65 -24.53 1.44 0.103
H 11.45 -24.40 4.14 0.023
C 13.99 -19.99 5.19 -0.098
C 14.15 -21.47 5.45 -0.335
O 13.14 -21.89 6.36 -0.113
H 13.04 -19.80 4.67 0.073
H 14.79 -19.61 4.55 0.069
H 13.95 -19.39 6.10 0.070
H 15.13 -21.67 5.88 0.101
H 14.09 -22.06 4.53 0.095
H 12.81 -22.74 5.99 0.023


3.
17
Properties=species:S:1:pos:R:3:lowdin_charge:R:1 method="wB97M-V/def2-TZVPD" homo_ha=-0.3668 lumo_energy_ev=-1.89 total_energy_ha=-438.12872 charge=0
C -0.63 -0.81 -0.54 0.140
C 0.61 -0.23 -0.31 -0.599
N 0.91 0.02 1.04 0.044
C -0.07 0.51 1.95 -0.242
C -0.58 1.82 1.59 -0.341
O -1.41 2.40 2.27 0.051
O 1.52 -0.16 -1.14 0.053
H -1.30 -1.34 0.15 0.074
H -0.84 -0.94 -1.60 0.069
H -1.63 0.87 0.15 0.260
H 1.88 0.12 1.32 0.147
H 0.38 0.46 2.94 0.142
H -0.94 -0.13 2.08 0.120
H -0.06 2.18 0.69 0.124
H 0.95 -1.42 -2.77 -0.022
H 0.61 -1.39 -4.30 0.036
O 0.62 -1.93 -3.51 -0.055


ΔE to the lowest compared entry with this formula, charge and spin across the listed records, respectively: 1.455 0.498 5.452 eV.
Frontier orbital gap across the listed records, respectively: 7.75 8.20 8.09 eV.